DFT (wB97M-V/def2-TZVPD) results for a 7-piece molecular cluster, C36H59N3O12 overall in a non-equilibrium geometry.

Values from the calculation:
HOMO-LUMO gap: 0.300 Eh
SMILES string: C#Cc1nc2ccccc2nc1CCN.CCOC(C)=O.CCOC(C)=O.CCOC(C)=O.CCOC(C)=O.CCOC(C)=O.CCOC(C)=O

```
! wB97M-V def2-TZVPD RIJCOSX def2/J DEFGRID3
* xyz 0 1
C -1.707 -5.818 2.111
C -1.328 -4.839 1.533
C -0.896 -3.563 1.002
N 0.346 -3.222 1.257
C 0.652 -1.983 0.774
C 1.952 -1.470 1.007
C 2.310 -0.220 0.596
C 1.378 0.592 -0.099
C 0.124 0.106 -0.349
C -0.269 -1.176 0.082
N -1.525 -1.607 -0.205
C -1.845 -2.786 0.255
C -3.245 -3.278 -0.027
C -4.247 -2.219 0.491
N -4.537 -1.176 -0.493
H -1.986 -6.629 2.740
H 2.657 -2.080 1.557
H 3.291 0.187 0.800
H 1.631 1.587 -0.435
H -0.587 0.721 -0.881
H -3.423 -4.254 0.410
H -3.321 -3.311 -1.116
H -3.773 -1.727 1.342
H -5.158 -2.680 0.877
H -4.033 -0.355 -0.179
H -4.154 -1.426 -1.394
C -2.237 -1.917 4.084
C -0.792 -1.480 4.185
O -0.650 -0.056 4.264
C -0.725 0.623 5.417
C -1.255 -0.064 6.654
O -0.433 1.791 5.428
H -2.808 -1.638 4.970
H -2.287 -3.001 3.964
H -2.715 -1.441 3.228
H -0.273 -1.963 5.015
H -0.263 -1.765 3.280
H -2.327 0.118 6.730
H -0.762 0.366 7.520
H -1.071 -1.135 6.687
C 2.865 -1.202 -6.112
C 3.095 -0.389 -4.856
O 1.940 0.373 -4.489
C 0.933 -0.136 -3.752
C 0.857 -1.622 -3.525
O 0.083 0.618 -3.353
H 2.080 -1.945 -5.972
H 3.779 -1.722 -6.401
H 2.559 -0.549 -6.931
H 3.429 -1.007 -4.021
H 3.876 0.351 -5.029
H 0.232 -2.067 -4.298
H 0.397 -1.793 -2.555
H 1.820 -2.122 -3.519
C 1.304 4.592 10.089
C 2.548 3.732 10.163
O 2.239 2.368 10.460
C 1.905 1.468 9.511
C 1.572 1.946 8.119
O 1.814 0.312 9.822
H 0.645 4.275 9.281
H 1.572 5.636 9.925
H 0.740 4.517 11.019
H 3.153 3.803 9.258
H 3.179 4.064 10.987
H 0.497 2.101 8.046
H 1.865 1.174 7.412
H 2.086 2.856 7.822
C 3.511 -6.875 -7.896
C 3.968 -5.555 -7.312
O 2.905 -4.869 -6.644
C 2.571 -5.099 -5.360
C 3.136 -6.304 -4.646
O 1.774 -4.371 -4.834
H 3.181 -7.565 -7.120
H 4.322 -7.346 -8.452
H 2.669 -6.717 -8.570
H 4.828 -5.671 -6.651
H 4.278 -4.885 -8.113
H 2.436 -7.131 -4.751
H 3.234 -6.057 -3.592
H 4.116 -6.614 -5.001
C -3.460 5.220 1.468
C -2.202 4.383 1.574
O -2.498 3.003 1.809
C -2.761 2.137 0.822
C -3.039 2.650 -0.572
O -2.832 0.963 1.084
H -4.072 4.918 0.617
H -3.205 6.273 1.351
H -4.067 5.101 2.365
H -1.556 4.496 0.702
H -1.620 4.697 2.438
H -4.116 2.773 -0.687
H -2.691 1.904 -1.283
H -2.538 3.583 -0.816
C -1.364 5.674 -6.494
C -0.235 5.948 -5.522
O -0.625 5.710 -4.170
C -0.567 4.487 -3.596
C -0.345 3.263 -4.448
O -0.762 4.411 -2.411
H -1.666 4.627 -6.471
H -1.061 5.923 -7.512
H -2.238 6.271 -6.233
H 0.666 5.385 -5.770
H 0.034 7.003 -5.559
H -1.314 2.845 -4.717
H 0.199 2.517 -3.856
H 0.232 3.452 -5.352
*
```



DFT (wB97M-V/def2-TZVPD) results for a 6-piece molecular cluster, C29H56IN6O7 overall in a non-equilibrium geometry.

Values from the calculation:
HOMO-LUMO gap: 0.297 Eh

```
! wB97M-V def2-TZVPD RIJCOSX def2/J DEFGRID3
* xyz 1 1
C -2.112 0.361 -2.442
C -1.792 1.367 -1.234
I -2.053 3.411 -2.028
C -0.298 1.294 -0.656
C -0.004 0.086 0.361
O 1.393 -0.256 0.561
N -0.297 0.744 1.711
C -0.093 -0.382 2.725
C -0.443 -1.757 1.909
C -0.968 -1.190 0.452
O -2.385 -1.030 0.722
C -0.956 -2.321 -0.674
C 0.437 -2.584 -1.392
C 1.255 -1.600 -2.256
C 2.625 -1.982 -2.950
C 3.217 -3.444 -2.800
C 2.425 -4.484 -1.944
C 1.067 -4.055 -1.252
H -2.527 0.875 -3.377
H -1.217 -0.283 -2.725
H -2.962 -0.332 -2.072
H -2.546 1.298 -0.363
H 0.429 1.370 -1.539
H -0.139 2.270 -0.052
H 1.948 0.480 0.212
H -1.232 1.185 1.668
H 0.325 1.545 1.951
H 0.918 -0.306 3.238
H -0.913 -0.106 3.488
H 0.490 -2.418 1.906
H -1.408 -2.212 2.331
H -2.559 -0.494 1.529
H -1.247 -3.307 -0.144
H -1.781 -2.171 -1.471
H 0.883 -0.542 -2.435
H 3.200 -1.214 -3.559
H 4.199 -3.739 -3.323
H 2.810 -5.563 -1.830
H 0.524 -4.867 -0.662
C 4.567 2.049 1.605
O 3.343 2.096 1.533
N 5.323 0.949 1.362
C 6.769 0.965 1.466
C 4.658 -0.280 0.987
H 5.163 2.932 1.883
H 7.198 0.697 0.497
H 7.078 0.236 2.218
H 7.129 1.953 1.756
H 4.086 -0.108 0.071
H 3.968 -0.568 1.784
H 5.382 -1.078 0.822
C -2.365 -4.622 -4.543
O -2.628 -3.862 -3.627
N -1.121 -4.835 -5.055
C -0.884 -5.756 -6.148
C 0.002 -4.114 -4.486
H -3.146 -5.216 -5.044
H -0.191 -6.533 -5.815
H -0.446 -5.209 -6.986
H -1.815 -6.224 -6.473
H 0.094 -4.345 -3.427
H -0.176 -3.041 -4.593
H 0.925 -4.385 -4.999
C 5.825 2.030 5.190
O 6.210 1.072 4.544
N 4.604 2.138 5.786
C 4.218 3.314 6.540
C 3.663 1.043 5.663
H 6.462 2.915 5.345
H 3.992 3.019 7.568
H 3.330 3.755 6.081
H 5.021 4.053 6.549
H 4.109 0.138 6.083
H 3.451 0.870 4.604
H 2.736 1.274 6.190
C -5.995 3.827 -6.842
O -6.262 5.012 -6.800
N -5.358 3.127 -5.858
C -5.074 1.713 -5.982
C -4.954 3.821 -4.652
H -6.258 3.206 -7.714
H -5.570 1.177 -5.169
H -3.994 1.559 -5.917
H -5.433 1.324 -6.937
H -5.838 4.251 -4.173
H -4.270 4.631 -4.918
H -4.461 3.136 -3.962
C -4.236 1.418 3.999
O -3.865 0.575 3.194
N -3.530 1.823 5.090
C -4.026 2.833 6.005
C -2.239 1.220 5.337
H -5.204 1.933 3.894
H -3.325 3.670 6.025
H -4.107 2.398 7.004
H -5.007 3.195 5.692
H -1.593 1.408 4.476
H -2.366 0.140 5.453
H -1.783 1.634 6.236
*
```



DFT (wB97M-V/def2-TZVPD) results for C19H28BrO2Sn as an isolated structure in a non-equilibrium geometry.

Values from the calculation:
HOMO-LUMO gap (spin up / spin down): 0.175 / 0.174 Eh
energy relative to the best compared isomer or geometry (same formula, charge and spin): 264.4 kJ/mol

```
! wB97M-V def2-TZVPD RIJCOSX def2/J DEFGRID3
* xyz 1 1
O 0.213 0.901 -0.705
C 1.001 1.302 -1.807
C -0.099 2.256 -2.324
H 1.299 0.378 -2.330
H 1.981 1.542 -1.459
C -0.904 1.772 -1.027
H -0.942 2.188 -3.037
H 0.290 3.243 -2.457
C -2.100 0.952 -1.427
H -1.834 0.029 -1.944
H -2.701 1.552 -2.124
H -2.733 0.680 -0.573
C -1.136 2.822 -0.012
H -0.246 3.388 0.216
H -1.535 2.437 0.906
H -1.858 3.533 -0.416
Sn 0.887 -2.520 0.448
C 1.009 1.024 4.135
C 1.700 -0.170 3.776
C 2.248 0.020 2.475
H 1.725 -1.066 4.395
C 1.679 1.199 1.945
C 1.031 1.889 3.004
H 0.595 2.899 2.968
H 0.437 1.203 5.046
H 3.043 -0.594 2.030
H 1.724 1.562 0.918
C -1.282 -0.736 4.426
C -1.897 0.404 3.833
C -2.066 0.134 2.451
H -2.234 1.310 4.350
C -1.845 -1.257 2.252
C -1.353 -1.803 3.473
H -1.095 -2.844 3.672
H -0.819 -0.754 5.426
H -2.396 0.870 1.706
H -2.083 -1.804 1.337
O 0.101 -1.794 -2.013
C -0.140 -0.845 -3.137
C 0.471 -1.381 -4.417
H 0.510 0.102 -3.153
H -1.199 -0.505 -3.295
C 1.438 -2.489 -3.902
H 0.999 -0.577 -4.990
H -0.362 -1.703 -5.085
C 1.252 -2.644 -2.371
H 2.490 -2.192 -4.083
H 1.278 -3.415 -4.464
H 2.181 -2.226 -1.902
H 1.129 -3.731 -2.081
Br 2.154 -4.540 1.348
*
```